{"formula": "C10H20ClI2NO2PRu", "method": "the ωB97M-V functional and the def2-TZVPD basis", "spin_multiplicity": 5, "total_energy_ha": -2088.96679, "total_charge": 3, "homo_energy_ev": [-19.20, -19.09], "max_force_ha_per_bohr": 0.1032, "species": ["I", "I", "Ru", "P", "C", "C", "H", "H", "H", "C", "H", "H", "H", "H", "H", "H", "C", "O", "Cl", "O", "C", "C", "C", "C", "C", "C", "N", "H", "H", "H", "H", "H", "H", "H", "H", "H", "H", "H"], "positions_angstrom": [[2.2044, -0.0934, -2.3663], [-2.2041, -1.7174, 0.4184], [-0.0925, -0.8356, -1.0783], [-0.2835, -2.7280, -2.5140], [0.6447, -4.1938, -1.9445], [-1.9892, -3.3201, -2.7691], [-0.1334, -1.5010, -4.5721], [-0.0302, -3.2694, -4.8567], [1.3841, -2.3576, -4.2341], [0.2965, -2.4416, -4.2189], [-2.6147, -2.4598, -3.0206], [-2.0023, -4.0479, -3.5872], [0.5228, -5.0285, -2.6418], [0.2790, -4.4885, -0.9569], [-2.3701, -3.7730, -1.8526], [1.7047, -3.9352, -1.8676], [0.9991, -1.6672, 0.1626], [1.6797, -2.1865, 0.9372], [-1.5230, 0.2450, -2.6886], [-0.0488, 0.9759, -0.1422], [0.2947, 1.6166, 0.8489], [0.0073, 3.0988, 0.7628], [-0.9588, 3.5862, 1.8371], [-0.2930, 3.7602, 3.1996], [0.2461, 2.4805, 3.8478], [1.3824, 1.8016, 3.0695], [0.9097, 1.0524, 1.9184], [0.9456, 3.6941, 0.7753], [-0.4827, 3.2913, -0.2197], [-1.3078, 4.5989, 1.5343], [-1.8516, 2.9249, 1.8926], [0.5370, 4.4952, 3.1003], [-1.0463, 4.2015, 3.8879], [0.6658, 2.8008, 4.8262], [-0.5702, 1.7535, 4.0472], [2.1551, 2.5444, 2.7706], [1.8659, 1.0792, 3.7619], [1.0776, 0.0434, 1.9325]], "forces_ev_per_a": [[-0.46, -0.09, 0.10], [0.32, 0.28, -0.38], [-1.66, 2.54, -1.20], [0.16, -2.30, -1.16], [-0.01, 0.65, 0.38], [-0.04, 0.62, 0.48], [0.00, -0.13, -0.23], [0.03, 0.06, 0.18], [-0.07, -0.14, -0.12], [0.10, 0.66, 0.40], [-0.12, -0.17, -0.14], [0.11, 0.10, 0.14], [-0.07, 0.18, -0.01], [0.06, -0.12, -0.09], [-0.01, -0.12, -0.15], [-0.03, -0.16, -0.03], [3.11, -2.93, 3.14], [-2.04, 1.64, -2.26], [0.46, -0.60, 0.41], [-0.92, -2.61, -2.39], [2.04, 1.62, 3.76], [-0.19, 0.35, -0.66], [-0.35, 0.66, 0.49], [-0.29, 0.20, 0.40], [0.01, 0.46, 0.42], [0.47, 0.38, 1.55], [-0.91, 0.35, -2.06], [-0.32, -0.46, 0.13], [0.58, -0.38, 0.52], [0.07, -0.77, -0.02], [0.46, 0.38, -0.02], [-0.49, -0.36, 0.11], [0.56, -0.17, -0.37], [-0.22, -0.47, -0.50], [0.47, 0.34, -0.07], [-0.47, -0.48, 0.02], [-0.17, 0.36, -0.67], [-0.18, 0.64, -0.09]], "mulliken_charge": [0.4923, 0.4845, 0.3570, 0.9299, -1.2810, -1.1808, 0.4184, 0.4504, 0.3733, -1.1852, 0.4160, 0.4512, 0.4301, 0.3972, 0.3737, 0.3953, 0.2648, -0.1635, 0.0103, -0.3121, 0.3876, -0.6308, -0.6046, -0.6706, -0.5645, -0.7611, 0.2295, 0.4050, 0.2652, 0.3707, 0.2729, 0.3178, 0.3347, 0.3504, 0.2841, 0.3371, 0.3965, 0.1581]}